1.
{
  "formula": "C21H30F3N3O2S",
  "method": "ωB97M-V/def2-TZVPD",
  "symbols": ["F", "C", "F", "F", "C", "C", "C", "C", "C", "C", "S", "C", "C", "C", "C", "C", "C", "N", "H", "H", "H", "H", "H", "H", "H", "H", "C", "O", "C", "C", "C", "N", "H", "H", "H", "H", "H", "H", "H", "H", "H", "H", "H", "C", "O", "C", "C", "C", "N", "H", "H", "H", "H", "H", "H", "H", "H", "H", "H", "H"],
  "xyz": [[-0.5077, -1.6889, -4.1844], [-0.4067, -1.7075, -2.8323], [-0.8847, -0.5197, -2.3894], [-1.2453, -2.6744, -2.3847], [1.0148, -1.9462, -2.3875], [2.0046, -2.0879, -3.3533], [3.3225, -2.2952, -2.9670], [3.6499, -2.3449, -1.6212], [2.6578, -2.2246, -0.6513], [1.3276, -2.0381, -1.0307], [0.0986, -2.0199, 0.2432], [1.0206, -1.1001, 1.4343], [0.3986, -0.1653, 2.2534], [1.1252, 0.4741, 3.2473], [2.4767, 0.1999, 3.3987], [3.1075, -0.7038, 2.5574], [2.3791, -1.3664, 1.5771], [2.9712, -2.3163, 0.7181], [1.7448, -2.0216, -4.3967], [4.0933, -2.3982, -3.7160], [4.6775, -2.4883, -1.3123], [-0.6506, 0.0368, 2.0865], [0.6399, 1.1909, 3.8939], [3.0489, 0.7010, 4.1656], [4.1659, -0.9032, 2.6698], [3.9698, -2.3654, 0.8624], [2.3841, 2.0046, -6.0464], [1.7459, 1.4428, -4.9181], [1.2525, 2.3706, -3.9710], [-0.1321, 2.9471, -4.2939], [-0.1333, 3.9876, -5.4090], [-1.1132, 1.9072, -4.6017], [2.9407, 2.9079, -5.7773], [1.6758, 2.2493, -6.8421], [3.0852, 1.2623, -6.4272], [1.1783, 1.8119, -3.0344], [1.9847, 3.1763, -3.8211], [-0.4664, 3.4449, -3.3780], [-0.0516, 3.5195, -6.3904], [-1.0689, 4.5452, -5.3956], [0.6904, 4.6953, -5.2964], [-1.2145, 1.2825, -3.8085], [-0.7337, 1.3252, -5.3435], [-3.3746, -1.5665, 7.0548], [-2.3719, -1.3989, 6.0728], [-2.8104, -1.4816, 4.7317], [-3.3741, -0.1746, 4.1620], [-4.7650, 0.1851, 4.6723], [-2.4733, 0.9622, 4.3733], [-4.1228, -2.2986, 6.7351], [-3.8786, -0.6268, 7.2950], [-2.8873, -1.9353, 7.9566], [-1.9220, -1.7512, 4.1541], [-3.5372, -2.2981, 4.6239], [-3.4503, -0.3279, 3.0802], [-4.7258, 0.5903, 5.6838], [-5.2090, 0.9495, 4.0360], [-5.4246, -0.6845, 4.6762], [-1.5844, 0.7601, 3.9281], [-2.2562, 1.0051, 5.3656]],
  "atomic_forces_ev_per_a": [[-0.1, 0.0, 0.6], [-0.1, -0.1, -0.3], [0.0, -0.4, -0.1], [0.2, 0.4, -0.2], [0.1, 0.0, -0.1], [0.1, 0.0, 0.2], [-0.2, 0.1, 0.2], [-0.2, 0.0, -0.1], [-0.1, -0.1, -0.1], [0.0, -0.1, -0.1], [0.0, 0.0, 0.0], [0.0, 0.1, 0.1], [0.2, -0.2, -0.1], [-0.1, 0.0, 0.0], [0.0, -0.1, -0.1], [0.0, 0.0, 0.0], [-0.1, -0.1, 0.0], [0.2, 0.3, 0.0], [0.0, 0.0, -0.1], [0.0, 0.0, 0.0], [0.0, 0.0, 0.0], [-0.1, 0.1, 0.1], [0.0, 0.1, 0.0], [0.0, 0.0, 0.0], [0.0, 0.0, 0.0], [0.0, -0.1, 0.0], [0.0, -0.1, 0.0], [0.0, 0.0, -0.1], [0.0, 0.0, 0.1], [0.0, -0.1, 0.0], [0.0, 0.0, 0.0], [0.1, 0.0, 0.0], [0.0, 0.0, 0.0], [0.0, 0.0, 0.0], [0.0, 0.0, 0.0], [0.0, 0.0, 0.0], [0.0, 0.0, 0.0], [0.0, 0.0, 0.0], [0.0, 0.0, 0.0], [0.0, 0.0, 0.0], [0.0, 0.0, 0.0], [0.0, 0.1, 0.0], [0.0, 0.0, 0.0], [0.1, 0.0, 0.0], [0.0, 0.0, 0.1], [0.0, 0.0, -0.1], [0.0, 0.1, 0.0], [0.0, 0.0, 0.0], [0.1, -0.1, 0.0], [0.0, 0.0, 0.0], [0.0, 0.0, 0.0], [0.0, 0.0, 0.0], [0.0, 0.0, 0.0], [0.0, 0.0, 0.0], [0.0, 0.0, 0.0], [0.0, 0.0, 0.0], [0.0, 0.0, 0.0], [0.0, 0.0, 0.0], [0.0, 0.0, 0.0], [0.0, 0.1, 0.0]],
  "nbo_charge": [-0.32, 0.98, -0.33, -0.32, -0.17, -0.19, -0.20, -0.22, 0.12, -0.10, 0.31, -0.24, -0.20, -0.23, -0.19, -0.27, 0.23, -0.59, 0.24, 0.22, 0.21, 0.22, 0.22, 0.22, 0.21, 0.38, -0.25, -0.55, -0.07, -0.08, -0.61, -0.83, 0.17, 0.17, 0.19, 0.19, 0.16, 0.19, 0.20, 0.22, 0.20, 0.36, 0.35, -0.25, -0.55, -0.07, -0.08, -0.61, -0.82, 0.17, 0.16, 0.19, 0.19, 0.16, 0.19, 0.20, 0.22, 0.20, 0.35, 0.36],
  "charge": 0,
  "energy_ev": -49816.682,
  "smiles": "FC(F)(F)c1cccc2c1Sc1ccccc1N2.COC[C@@H](C)N.COC[C@@H](C)N",
  "de_lowest_ev": 0.000,
  "gap_ev": 8.7
}

2.
{
  "formula": "C18H20Cl5N2O2Pd",
  "method": "ωB97M-V/def2-TZVPD",
  "symbols": ["Pd", "Cl", "C", "C", "C", "Cl", "C", "Cl", "C", "Cl", "C", "Cl", "C", "C", "N", "C", "C", "C", "O", "C", "C", "C", "C", "N", "C", "H", "H", "H", "H", "H", "H", "H", "H", "H", "H", "H", "H", "H", "H", "C", "C", "O", "H", "H", "H", "H", "H", "H"],
  "xyz": [[-0.2288, 2.7959, 1.0736], [-2.6710, 4.7387, 0.9392], [-2.8173, 3.5711, 2.2319], [-1.8585, 2.4830, 2.1256], [-2.0424, 1.4665, 3.1197], [-0.8811, 0.1415, 3.1046], [-3.2772, 1.3732, 3.8316], [-3.5014, -0.1054, 4.7400], [-4.2070, 2.3708, 3.8668], [-5.5635, 2.2925, 4.9023], [-4.0043, 3.5079, 2.9664], [-5.1750, 4.6484, 2.7186], [0.5175, -5.0530, 0.0384], [1.3928, -3.9455, -0.4998], [0.7300, -3.1365, -1.5887], [0.1540, -3.8887, -2.7585], [-1.3878, -3.9650, -2.7983], [0.8482, -1.8277, -1.6900], [0.3044, -1.1650, -2.6050], [1.4979, -0.9841, -0.6467], [2.7118, -1.1928, -0.1037], [3.2701, -0.2956, 0.8602], [2.4604, 0.8090, 1.2319], [1.2087, 0.9728, 0.6953], [0.7631, 0.1325, -0.2145], [0.9514, -5.6593, 0.8314], [0.4494, -5.7863, -0.8165], [-0.4714, -4.6794, 0.3864], [2.3969, -4.1916, -0.8069], [1.5251, -3.0969, 0.1928], [0.6386, -4.8323, -2.6706], [0.5687, -3.5247, -3.7012], [-1.7167, -4.4036, -1.8671], [-1.6651, -4.6422, -3.6211], [-1.9045, -3.0373, -2.9466], [3.3914, -2.0300, -0.4317], [4.2872, -0.4033, 1.1996], [2.7439, 1.6208, 1.8848], [-0.1320, 0.4582, -0.7338], [0.6456, 4.1321, -2.0964], [1.4576, 4.7784, -1.0178], [1.6207, 3.8169, 0.0969], [0.4269, 4.8806, -2.8926], [-0.3279, 3.7423, -1.8718], [1.2728, 3.3544, -2.5598], [0.9948, 5.6639, -0.5243], [2.4330, 5.0010, -1.4535], [2.1701, 3.0936, -0.1209]],
  "atomic_forces_ev_per_a": [[0.5, 0.2, -0.5], [0.2, 0.1, 0.5], [-0.6, -1.4, -1.0], [-0.4, 0.7, 2.1], [-0.8, -0.4, -1.2], [-0.9, 1.0, 0.4], [2.3, -2.2, 0.5], [-0.2, 0.7, -0.1], [-0.3, 1.7, -0.8], [0.4, 0.1, -0.5], [1.8, -1.4, 0.2], [-1.2, 0.9, 0.2], [-0.2, -0.9, -1.3], [-0.7, 2.9, 0.4], [0.1, -2.4, -0.6], [0.0, 1.2, 0.2], [1.1, -1.0, -0.1], [-1.6, 2.3, -1.7], [0.8, -1.0, 0.9], [-1.4, 0.1, 0.2], [3.4, -0.3, 1.2], [-2.0, 1.2, -0.7], [-0.2, -1.4, -1.0], [0.8, 0.5, 0.5], [0.3, 0.1, -0.6], [0.3, 0.4, 0.2], [-0.7, 0.6, 1.0], [0.7, -0.3, -0.5], [0.2, -0.8, -0.2], [0.1, -1.2, 0.6], [-0.2, -1.2, 0.1], [-0.2, 0.6, 0.2], [-0.3, -0.2, 0.2], [0.0, 0.2, 0.3], [0.1, 0.6, -0.1], [-1.0, 0.9, 0.3], [0.0, 0.0, 0.2], [0.3, -0.2, 0.3], [-0.2, -0.6, 0.1], [0.4, 0.7, -1.8], [-0.5, -0.4, 1.0], [-1.3, 1.6, 0.7], [0.4, -0.4, 0.4], [-0.4, -0.3, 0.8], [-0.4, 0.1, 0.0], [0.4, -0.6, -0.6], [0.0, 0.3, 0.5], [1.1, -1.1, -0.8]],
  "mulliken_spin": [1.37, 0.04, -0.05, 0.21, 0.17, 0.05, -0.07, 0.00, 0.19, 0.05, -0.03, 0.00, 0.00, 0.00, 0.00, 0.00, 0.00, 0.00, 0.00, 0.01, 0.00, 0.01, -0.01, 0.05, -0.01, 0.00, 0.00, 0.00, 0.00, 0.00, 0.00, 0.00, 0.00, 0.00, 0.00, 0.00, 0.00, 0.00, 0.01, 0.00, 0.00, 0.02, 0.00, 0.00, 0.00, 0.00, 0.00, 0.00],
  "charge": 1,
  "energy_ev": -92148.133,
  "spin_multiplicity": 3,
  "gap_ev": [8.9, 5.3]
}

3.
{
  "formula": "C19H39N10O22",
  "method": "ωB97M-V/def2-TZVPD",
  "symbols": ["C", "C", "O", "O", "C", "C", "C", "C", "N", "C", "C", "C", "C", "O", "O", "H", "H", "H", "H", "H", "H", "H", "H", "H", "H", "H", "H", "C", "N", "O", "O", "H", "H", "H", "C", "N", "O", "O", "H", "H", "H", "C", "N", "O", "O", "H", "H", "H", "C", "N", "O", "O", "H", "H", "H", "C", "N", "O", "O", "H", "H", "H", "C", "N", "O", "O", "H", "H", "H", "C", "N", "O", "O", "H", "H", "H", "C", "N", "O", "O", "H", "H", "H", "C", "N", "O", "O", "H", "H", "H"],
  "xyz": [[-1.4627, 2.4514, -0.4952], [-0.2139, 2.2414, 0.3016], [0.1649, 1.1486, 0.5610], [0.4319, 3.3822, 0.7243], [1.6496, 3.6133, 0.0292], [1.3918, 4.3173, -1.3028], [0.3668, 5.4282, -1.2436], [-0.5479, 5.5044, -2.2813], [-1.4843, 6.4687, -2.3240], [-1.5899, 7.4065, -1.3777], [-0.7183, 7.3889, -0.3112], [0.2595, 6.4051, -0.2469], [1.2411, 6.4466, 0.8925], [2.3867, 6.6724, 0.7092], [0.7342, 6.1620, 2.1091], [-1.3749, 1.9747, -1.4633], [-2.2697, 1.9718, 0.0536], [-1.7347, 3.4964, -0.6176], [2.3056, 4.2124, 0.6451], [2.1947, 2.6929, -0.1593], [2.3154, 4.6834, -1.7413], [0.9889, 3.5757, -1.9909], [-0.5355, 4.8050, -3.1000], [-2.1134, 6.4845, -3.1169], [-2.3485, 8.1620, -1.4817], [-0.8011, 8.1658, 0.4303], [-0.0535, 6.6995, 2.2728], [-0.1201, -1.0899, 2.7957], [0.2276, -1.5149, 4.1728], [0.6974, -0.6881, 4.9270], [0.0214, -2.6789, 4.4605], [0.1196, -0.0410, 2.6828], [0.4710, -1.7032, 2.1208], [-1.1805, -1.2559, 2.6505], [-0.6388, -1.8766, -2.5252], [-1.3927, -0.6577, -2.9321], [-0.7674, 0.3758, -3.0928], [-2.5895, -0.7659, -3.0763], [0.4092, -1.6182, -2.4364], [-1.0455, -2.2058, -1.5738], [-0.7977, -2.6277, -3.2929], [2.8084, -4.4193, 2.9388], [3.2185, -3.3166, 2.0337], [4.3648, -3.2909, 1.6389], [2.3598, -2.5130, 1.7268], [3.6662, -5.0572, 3.1157], [2.4457, -3.9840, 3.8659], [2.0153, -4.9582, 2.4296], [-4.4707, -1.1365, 4.1130], [-4.1140, -0.1200, 3.0841], [-2.9752, -0.1196, 2.6497], [-4.9794, 0.6532, 2.7439], [-3.5978, -1.7471, 4.3123], [-4.7878, -0.5988, 5.0012], [-5.2853, -1.7308, 3.7108], [-3.4124, 0.0888, -6.0410], [-4.3546, 0.0458, -7.1938], [-5.5401, -0.0196, -6.9500], [-3.8619, 0.0831, -8.3012], [-3.9832, 0.0492, -5.1224], [-2.7528, -0.7688, -6.1283], [-2.8519, 1.0155, -6.1165], [3.5765, -6.1285, -0.5842], [2.1304, -5.8543, -0.8066], [1.6473, -6.1660, -1.8738], [1.5169, -5.3328, 0.1042], [3.9775, -6.5919, -1.4769], [4.0630, -5.1781, -0.3797], [3.6486, -6.7944, 0.2708], [-2.7300, 3.5170, 2.9344], [-3.6006, 4.7229, 2.9038], [-3.2813, 5.6261, 2.1478], [-4.5648, 4.7256, 3.6286], [-1.9155, 3.6700, 2.2357], [-2.3566, 3.4075, 3.9482], [-3.3396, 2.6630, 2.6486], [-1.1071, -8.7380, -1.1640], [-0.1710, -8.4949, -0.0337], [-0.5693, -7.8454, 0.9083], [0.9458, -8.9612, -0.1385], [-2.0528, -8.2635, -0.9327], [-0.6553, -8.3086, -2.0531], [-1.2189, -9.8128, -1.2675], [6.7985, -0.6828, 0.5891], [7.4459, -1.6055, -0.3840], [8.6531, -1.5717, -0.4783], [6.7089, -2.3302, -1.0203], [7.5691, -0.0990, 1.0782], [6.1208, -0.0477, 0.0274], [6.2519, -1.2935, 1.3019]],
  "atomic_forces_ev_per_a": [[-0.5, 0.5, 0.4], [-0.7, 0.0, -0.4], [0.7, -0.5, 0.3], [0.0, 0.0, -0.2], [0.7, 0.3, -0.1], [-0.6, -0.2, 0.1], [-0.1, 0.1, -0.4], [0.2, 0.1, 0.3], [0.2, -0.1, 0.0], [0.1, 0.2, 0.4], [-0.2, -0.1, -0.5], [0.0, 0.0, 0.1], [-0.4, -0.1, 0.4], [0.8, -0.1, -0.3], [0.1, 0.5, 0.0], [0.1, -0.2, -0.2], [-0.2, -0.2, -0.1], [0.1, 0.1, 0.0], [-0.1, 0.1, 0.4], [-0.1, -0.3, 0.0], [0.2, 0.1, 0.1], [0.1, -0.1, -0.2], [-0.1, -0.1, -0.1], [-0.1, 0.1, 0.0], [-0.2, 0.0, -0.1], [0.0, 0.1, 0.1], [-0.3, -0.4, 0.1], [0.1, 0.0, -0.2], [0.0, 0.0, 0.0], [0.0, 0.0, 0.0], [0.0, 0.0, 0.0], [0.1, 0.0, 0.1], [-0.1, 0.1, 0.1], [0.1, -0.1, 0.1], [0.2, 0.0, 0.0], [0.1, -0.1, 0.1], [0.0, 0.1, 0.0], [0.0, 0.0, 0.0], [0.0, 0.1, 0.0], [-0.1, 0.0, 0.0], [-0.1, 0.0, 0.0], [0.0, -0.2, 0.2], [-0.2, -0.1, 0.0], [0.1, 0.1, -0.1], [0.3, 0.0, -0.1], [0.1, 0.1, 0.0], [-0.1, 0.1, -0.1], [-0.1, 0.1, 0.0], [0.1, -0.1, 0.0], [0.0, -0.1, 0.1], [-0.2, 0.2, 0.0], [0.0, 0.1, 0.0], [0.0, 0.0, 0.0], [-0.1, 0.0, 0.0], [-0.1, 0.1, 0.0], [-0.1, 0.0, 0.2], [0.0, 0.0, 0.0], [0.0, 0.0, 0.0], [0.0, 0.0, 0.0], [0.0, 0.0, 0.0], [0.0, 0.0, -0.1], [0.1, 0.0, -0.1], [0.1, 0.0, -0.1], [0.0, -0.1, 0.0], [-0.1, 0.0, 0.0], [0.0, 0.1, 0.0], [-0.1, 0.0, 0.0], [0.0, 0.0, 0.1], [0.0, 0.0, 0.0], [0.1, -0.1, -0.1], [0.0, -0.2, 0.1], [0.1, 0.2, -0.1], [0.1, 0.1, -0.1], [0.0, 0.1, 0.0], [-0.1, 0.0, 0.0], [-0.1, 0.0, 0.1], [-0.2, 0.0, 0.0], [0.0, 0.1, 0.0], [0.0, 0.0, 0.0], [0.1, 0.0, 0.0], [0.0, 0.0, 0.1], [0.1, -0.1, 0.0], [0.1, 0.0, 0.0], [0.1, 0.1, 0.1], [0.0, 0.0, 0.0], [0.0, 0.0, 0.0], [0.0, 0.0, 0.0], [0.1, 0.0, 0.0], [-0.1, -0.1, 0.0], [-0.1, 0.0, -0.1]],
  "mulliken_charge": [-0.85, 0.71, -0.60, -0.24, -1.04, -1.31, 0.57, -0.63, 0.06, -0.68, -0.37, 1.06, 0.03, -0.44, -0.42, 0.18, 0.34, 0.27, 0.61, 0.52, 0.47, 0.49, 0.48, 0.30, 0.43, 0.53, 0.42, -0.35, 1.04, -0.58, -0.60, 0.20, 0.25, 0.22, -0.82, 1.01, -0.57, -0.53, 0.31, 0.31, 0.32, -0.80, 1.00, -0.53, -0.63, 0.28, 0.30, 0.29, -0.79, 0.89, -0.53, -0.52, 0.28, 0.31, 0.31, -0.73, 0.88, -0.52, -0.53, 0.34, 0.28, 0.28, -0.79, 0.89, -0.55, -0.49, 0.34, 0.29, 0.29, 0.12, 0.99, -0.57, -0.55, -0.35, 0.34, 0.06, -0.73, 0.89, -0.52, -0.52, 0.31, 0.27, 0.29, -0.63, 0.88, -0.53, -0.52, 0.32, 0.26, 0.21],
  "charge": 1,
  "energy_ev": -80249.998,
  "de_lowest_ev": 0.000,
  "gap_ev": 7.7
}

4.
{
  "formula": "C5H10OS2",
  "method": "ωB97M-V/def2-TZVPD",
  "symbols": ["C", "C", "C", "O", "C", "S", "H", "H", "H", "H", "H", "H", "H", "H", "C", "S", "H", "H"],
  "xyz": [[0.6308, 2.6664, -0.0451], [1.4732, 1.5365, -0.5623], [1.2752, 0.1688, 0.2470], [1.9772, -0.9162, -0.5261], [2.3377, -2.1096, 0.0650], [3.4832, -3.1427, -0.4021], [0.9099, 3.2499, 0.9183], [-0.4542, 2.4559, -0.0888], [0.9729, 3.4554, -0.7513], [2.5761, 1.7234, -0.8588], [1.2702, 1.4125, -1.6643], [0.0542, 0.0031, 0.3302], [1.7249, 0.3183, 1.2284], [1.5828, -2.3057, 0.9291], [-5.0253, -2.2272, 0.3414], [-4.3040, -1.2811, -0.7290], [-6.0820, -2.3686, 0.3738], [-4.4026, -2.6393, 1.1944]],
  "atomic_forces_ev_per_a": [[1.2, 2.5, 0.4], [1.6, -2.5, -1.4], [-1.7, 0.5, -1.8], [0.4, 0.0, 0.9], [-2.6, 1.3, 1.2], [-0.4, 0.6, 0.0], [-0.4, -1.8, -1.0], [0.6, 0.3, 0.0], [-1.2, 0.0, 0.1], [-1.2, 0.1, 1.9], [-1.0, -0.5, 1.1], [3.2, -0.1, -0.2], [-0.1, -0.5, 0.0], [1.5, 0.1, -1.1], [1.8, 0.3, 1.3], [-0.1, -0.1, -0.2], [-0.7, -0.3, -0.1], [-1.0, 0.2, -1.0]],
  "nbo_charge": [-0.64, -0.44, -0.07, -0.53, 0.03, -0.01, 0.22, 0.22, 0.23, 0.23, 0.22, 0.19, 0.19, 0.16, -0.47, 0.09, 0.19, 0.19],
  "charge": 0,
  "energy_ev": -29061.629,
  "smiles": "CCCOC=S.C=S",
  "de_lowest_ev": 3.289,
  "gap_ev": 8.4
}